The following is a DFT calculation (wB97M-V/def2-TZVPD) of a 5-piece molecular cluster, CH12N2O4 overall in a non-equilibrium geometry.

- Frontier orbital gap: 9.566 eV
- HOMO energy: -9.28 eV
- Charge: 0
- SMILES: [H]/N=C/N.O.O.O.O
- E_LUMO: 0.0106 Ha

Each line ends with the natural charge from an NBO analysis.
Element x y z (Å)
H  -2.03  0.87  -0.35  0.341
N  -1.18  1.20  -0.82  -0.762
C  -0.44  0.19  -1.05  0.301
N  0.92  0.27  -1.14  -0.830
H  -0.81  -0.85  -1.06  0.140
H  1.19  1.21  -0.89  0.401
H  1.39  -0.60  -0.97  0.409
O  -2.41  2.98  3.00  -0.946
H  -1.70  3.59  2.81  0.475
H  -2.70  2.60  2.17  0.470
O  3.42  -4.08  -2.48  -0.952
H  3.77  -3.35  -1.96  0.484
H  4.18  -4.51  -2.89  0.466
O  4.14  -1.38  -0.87  -0.960
H  4.79  -1.15  -0.21  0.483
H  4.14  -0.68  -1.54  0.481
O  -5.80  1.00  2.91  -0.947
H  -5.40  1.75  3.35  0.479
H  -5.49  0.94  2.00  0.469

=====

The following is a DFT calculation (wB97M-V/def2-TZVPD) of a 2-piece molecular cluster, C34H27F4N2 overall in a non-equilibrium geometry.

- Frontier orbital gap: 3.858 eV
- HOMO energy: -9.86 eV
- Charge: +1
- E_LUMO: -0.2205 Ha

Each line ends with the natural charge from an NBO analysis.
Element x y z (Å)
F  2.27  0.94  6.62  -0.308
C  2.34  1.56  5.39  0.408
C  2.74  2.90  5.35  -0.267
C  2.85  3.47  4.08  0.413
F  3.29  4.78  4.01  -0.308
C  2.54  2.80  2.92  -0.225
C  2.05  1.46  2.98  -0.104
C  1.65  0.77  1.79  0.028
C  0.98  -0.45  1.76  -0.295
C  1.08  -1.32  0.67  0.048
C  0.76  -2.71  0.70  -0.127
C  1.32  -3.57  -0.29  -0.196
C  1.16  -4.94  -0.17  0.404
F  1.65  -5.75  -1.17  -0.303
C  0.50  -5.54  0.90  -0.261
C  -0.10  -4.67  1.81  0.394
F  -0.83  -5.23  2.84  -0.309
C  -0.01  -3.29  1.73  -0.192
C  2.01  0.83  4.26  -0.224
H  2.98  3.44  6.26  0.272
H  2.63  3.28  1.94  0.246
H  1.89  1.26  0.84  0.234
H  0.42  -0.76  2.65  0.226
H  1.87  -1.07  -0.04  0.223
H  1.84  -3.14  -1.15  0.252
H  0.41  -6.62  0.98  0.274
H  -0.50  -2.65  2.47  0.229
H  1.71  -0.22  4.33  0.239
N  1.27  -4.71  -5.43  -0.292
C  0.62  -4.02  -4.75  0.274
C  -0.17  -3.15  -3.92  -0.208
C  -0.24  -1.78  -4.21  -0.158
C  -0.87  -0.92  -3.33  -0.225
C  -1.27  -1.37  -2.04  -0.047
C  -1.52  -0.51  -0.92  -0.370
C  -1.40  0.90  -1.01  0.304
N  -2.31  1.73  -0.43  -0.371
C  -3.67  1.30  -0.10  -0.212
C  -4.29  2.46  0.69  -0.417
C  -3.22  3.55  0.82  -0.412
C  -2.02  3.09  -0.03  -0.213
C  -0.23  1.49  -1.70  -0.048
C  0.96  0.74  -1.71  -0.203
C  2.17  1.27  -2.12  -0.230
C  2.18  2.54  -2.71  -0.176
C  0.98  3.25  -2.86  -0.213
C  -0.22  2.73  -2.38  -0.198
C  -1.43  -2.78  -1.89  -0.165
C  -0.86  -3.65  -2.81  -0.182
H  0.23  -1.40  -5.13  0.239
H  -0.98  0.13  -3.60  0.222
H  -2.11  -0.94  -0.11  0.219
H  -4.26  1.11  -1.02  0.217
H  -3.67  0.38  0.48  0.205
H  -5.18  2.84  0.17  0.226
H  -4.61  2.11  1.68  0.225
H  -3.59  4.52  0.46  0.228
H  -2.90  3.67  1.86  0.218
H  -1.07  3.16  0.53  0.206
H  -1.93  3.77  -0.90  0.203
H  0.90  -0.29  -1.38  0.226
H  3.09  0.68  -2.01  0.225
H  3.12  2.96  -3.07  0.232
H  0.98  4.22  -3.36  0.234
H  -1.15  3.26  -2.55  0.223
H  -1.94  -3.17  -1.01  0.210
H  -0.90  -4.73  -2.66  0.236

=====

The following is a DFT calculation (wB97M-V/def2-TZVPD) of a 2-piece molecular cluster, C2H9N2O overall in a non-equilibrium geometry.

- Frontier orbital gap: 11.209 eV
- HOMO energy: -14.40 eV
- Charge: +1
- E_LUMO: -0.1173 Ha

Each line ends with the natural charge from an NBO analysis.
Element x y z (Å)
C  1.14  -2.17  0.39  -0.429
N  0.01  -1.39  0.97  -0.695
H  2.13  -1.60  0.66  0.251
H  1.03  -3.20  0.53  0.242
H  1.02  -2.09  -0.69  0.229
H  -0.85  -1.93  1.13  0.431
H  -0.27  -0.51  0.48  0.481
H  0.20  -1.10  1.95  0.433
C  -0.29  1.92  -0.76  0.577
N  -1.14  2.95  -1.06  -0.820
O  -0.50  1.07  0.17  -0.691
H  0.47  1.77  -1.59  0.140
H  -1.52  2.96  -1.97  0.433
H  -1.44  3.34  -0.21  0.417